Record 1
This record from OMol25 describes the ion C5H12N3 with charge +1. The level of theory is ωB97M-V/def2-TZVPD.

Atoms and positions in Å:
C: 0.494211 1.344644 0.472667
H: -2.596702 2.348692 1.667869
N: -1.759308 2.234140 1.000608
N: -1.332344 -0.229184 0.802869
C: 1.787001 0.095007 -1.394046
C: 0.735002 0.399049 -0.362054
H: -0.752655 1.027236 2.350194
H: -0.662638 -2.736214 -0.899697
H: 2.678502 0.387197 -0.987926
H: -1.138495 -0.779755 1.703757
H: -1.085665 -0.692787 -1.232938
C: -0.874545 1.166636 1.217894
N: -0.546710 -0.689439 -0.303301
H: 1.537867 0.753145 -2.246960
H: 1.628677 -0.926867 -1.624350
C: -0.076780 -2.113487 -0.270069
H: 0.930797 -2.151767 -0.576680
H: -0.005527 -2.458185 0.796194
H: -2.220706 2.360899 0.037485
H: 1.043598 2.239033 0.532027

Cartesian forces, eV/Å:
C -2.75 -0.19 1.36
H 2.16 -0.63 -1.06
N -3.31 1.34 -0.77
N 0.01 -0.39 1.55
C -3.89 1.25 -0.32
C -0.93 -2.32 -1.52
H 0.09 0.71 -1.55
H -0.71 -0.49 -0.21
H 2.60 0.18 0.73
H -0.15 0.18 -2.40
H 0.60 0.95 1.82
C 0.66 -0.63 0.94
N 1.52 0.69 -1.05
H 0.38 -0.57 0.05
H 0.92 -0.78 -0.75
C 0.14 0.22 2.69
H 1.00 -0.01 -0.62
H -0.59 0.20 -1.00
H 1.54 -0.56 1.74
H 0.71 0.84 0.39

For the HOMO energy, the calculation gives -0.5016 Ha. The calculation puts the orbital gap at 10.58 eV. The lowest unoccupied orbital energy comes out at -3.0719 eV. The SMILES is CC1=C[C@@H](N)N[N@@H+]1C. As for the charge: +1. For the energy relative to the best compared isomer or geometry (same formula, charge and spin), the calculation gives 346.2 kJ/mol.

Record 2
This record from OMol25 describes a structure of composition C17H38Cl3N2O4PSc. The level of theory is ωB97M-V/def2-TZVPD.

Atoms and positions in Å:
C: -1.231894 -4.265973 -1.925773
H: 0.966924 1.763158 2.318221
Cl: -2.585789 -4.335831 -0.766541
H: 3.554999 -1.896159 -2.818742
H: -1.842018 0.164367 2.812492
H: 4.273276 0.891089 0.981875
H: -0.671781 -0.658372 -2.445454
Cl: 0.081334 -5.308595 -1.366599
H: 0.462056 0.807183 -3.859627
H: 1.822441 -2.260849 -2.708965
H: -2.305902 -2.047698 2.518558
H: -3.609759 -0.699637 0.971747
O: 0.815734 -1.597380 1.798125
H: 2.713794 1.928601 2.579463
H: -3.532043 1.575675 3.974880
C: -0.419865 -1.615320 1.579676
N: 2.625738 -1.345711 -0.992011
H: 2.264721 1.920500 -1.047603
C: -1.289190 -2.431777 2.465031
H: 3.041366 2.761806 0.305691
H: -3.728376 1.693159 0.095922
H: -4.260769 -0.624778 -0.663246
H: -2.599583 -1.134959 -0.402305
H: -1.212595 1.755408 3.141923
C: -3.370289 -0.443557 -0.061614
H: 2.359204 -0.588965 -2.943987
C: -1.955857 1.215326 2.547191
H: 4.672170 -0.849709 -0.708289
C: -1.389781 3.257273 0.676980
C: 2.929108 -2.651866 -0.363576
C: -2.925121 1.010911 -0.192568
H: 3.459803 -0.594542 1.473429
C: 2.189405 2.136219 0.018022
H: 0.586712 1.965703 -2.520482
H: 3.677661 0.416000 -1.402179
H: -2.310444 3.632266 1.128308
H: 1.272057 2.694142 0.192748
H: -4.125564 1.111630 2.386575
N: 2.159393 0.894264 0.811543
Sc: 0.524896 -0.594918 -0.046197
C: 3.462966 0.198894 0.725593
C: -1.243544 3.828410 -0.730546
H: -1.265955 4.917382 -0.700063
H: -2.678687 1.229353 -1.233795
C: -0.791367 -2.774638 -1.934285
H: -0.302949 3.534181 -1.196340
O: -1.237061 -2.039706 -2.817949
H: -1.347441 -3.412280 1.979522
O: -0.202470 0.137945 -2.010509
H: -2.055778 3.504080 -1.381480
C: 1.926073 1.256536 2.223123
H: 2.160361 -3.368518 -0.638471
C: 2.588612 -1.533961 -2.452488
H: -0.856242 -2.561063 3.458166
H: 3.904357 -3.014847 -0.704328
H: -3.517322 2.743406 2.664489
H: -0.572148 3.603405 1.317112
O: -0.008402 -2.436031 -0.997589
Cl: -1.771677 -4.786440 -3.508699
H: -0.992638 1.614810 -3.239941
H: 1.913567 0.359056 2.836334
C: 3.685182 -0.377362 -0.654220
C: -0.029112 1.186020 -2.962616
P: -1.430080 1.416839 0.790698
H: 2.937704 -2.565466 0.721035
C: -3.362122 1.691911 2.904605

Cartesian forces, eV/Å:
C -0.04 0.03 0.02
H 0.02 0.01 0.00
Cl 0.00 0.00 0.02
H 0.00 0.00 0.00
H 0.00 0.01 0.00
H 0.00 0.01 0.01
H 0.07 0.03 0.01
Cl 0.00 0.02 0.00
H 0.00 0.00 0.00
H 0.00 0.00 0.00
H 0.00 0.00 -0.01
H 0.00 0.00 -0.01
O 0.04 0.03 -0.14
H 0.00 0.00 0.00
H -0.01 0.00 0.00
C 0.13 -0.10 0.16
N -0.02 -0.04 0.15
H 0.01 0.00 0.03
C 0.01 0.02 0.01
H 0.00 0.00 0.00
H -0.01 0.01 0.00
H 0.01 0.01 0.01
H 0.03 -0.03 0.00
H 0.00 -0.01 0.01
C -0.02 0.01 -0.01
H 0.00 0.00 0.00
C 0.00 0.01 -0.03
H 0.00 -0.01 0.00
C 0.03 -0.02 -0.02
C 0.00 -0.01 0.00
C 0.02 0.00 0.01
H 0.00 0.00 0.00
C 0.00 -0.01 -0.01
H -0.01 -0.02 -0.01
H 0.01 0.00 -0.01
H 0.00 0.00 0.00
H 0.00 -0.01 -0.01
H 0.00 0.01 0.00
N 0.02 0.11 0.01
Sc -0.35 -0.02 -0.23
C -0.02 -0.01 -0.03
C 0.00 -0.01 0.01
H 0.00 0.00 0.00
H -0.01 0.00 -0.01
C 0.17 -0.05 -0.14
H 0.00 -0.01 -0.01
O -0.01 0.05 0.13
H -0.01 -0.02 -0.01
O 0.15 -0.03 0.11
H 0.00 0.00 0.00
C 0.00 0.00 -0.01
H -0.01 0.00 0.00
C -0.01 0.01 0.00
H 0.00 -0.01 0.00
H 0.00 0.00 -0.01
H -0.01 0.00 0.00
H -0.01 0.01 0.00
O -0.21 0.12 0.03
Cl 0.00 0.00 0.01
H 0.00 0.00 0.01
H 0.00 -0.01 0.00
C -0.01 0.00 0.01
C -0.04 0.01 -0.05
P 0.02 -0.08 -0.02
H 0.02 0.01 0.00
C 0.01 0.00 0.00

For the HOMO energy, the calculation gives -0.4183 Ha. The calculation puts the orbital gap at 9.22 eV. The lowest unoccupied orbital energy comes out at -2.1620 eV. As for the charge: +1. For the energy relative to the best compared isomer or geometry (same formula, charge and spin), the calculation gives 0.0 kJ/mol.

Record 3
This record from OMol25 describes a cluster of 2 separate species, C4H7N3O2S in total. The level of theory is ωB97M-V/def2-TZVPD.

Atoms and positions in Å:
S: -0.066269 -2.303499 0.320338
C: 1.282068 -0.111579 -0.768562
H: -1.962850 -0.722338 2.360358
C: -2.802816 -0.278420 0.288511
H: -3.721017 0.136692 0.617291
O: -1.673895 0.479774 0.552890
H: 3.511405 0.380531 -0.712349
H: 2.408404 1.654102 -0.238477
N: 2.007179 -1.002476 1.289597
C: 2.559289 0.526846 -0.204154
H: -2.843482 -0.697035 -0.696171
O: -0.488230 -2.365198 -1.064073
N: 0.985325 -0.993537 0.367076
H: 0.460333 0.599184 -0.955714
N: 2.838050 -0.105522 1.024178
H: 1.158502 -0.836800 -1.756063
C: -1.889857 -0.630727 1.294857

Cartesian forces, eV/Å:
S -0.75 1.25 1.87
C -1.56 -2.12 -2.27
H 0.09 0.36 0.37
C -2.14 -0.79 -1.13
H -0.94 0.63 0.12
O 1.81 1.83 0.83
H -0.22 -0.05 -0.85
H 0.32 -1.30 0.88
N 0.26 1.00 -0.41
C -0.05 1.86 -2.46
H 0.17 -0.66 -0.35
O -0.55 -0.29 -1.43
N 0.37 0.12 0.26
H 0.46 -0.10 0.50
N -0.50 -1.22 2.25
H 1.29 1.90 2.16
C 1.94 -2.43 -0.34

For the HOMO energy (alpha / beta), the calculation gives -0.2860 / -0.2975 Ha. The calculation puts the orbital gap (alpha / beta) at 7.97 / 7.81 eV. The lowest unoccupied orbital energy (alpha / beta) comes out at 0.1889 / -0.2846 eV. For the energy relative to the best compared isomer or geometry (same formula, charge and spin), the calculation gives 623.1 kJ/mol.